The following is a DFT calculation (ωB97M-V/def2-TZVPD) of a structure of composition C21H30FeN2Si in a non-equilibrium geometry.

Positions of all 55 atoms, in Å:
1 C 2.075 1.503 -0.121
2 H -1.562 4.364 0.635
3 H 1.024 -3.768 4.319
4 H -2.756 2.777 -1.585
5 H -3.285 0.833 0.951
6 H -1.059 -0.413 -1.555
7 C -1.759 -3.941 2.260
8 H -3.123 4.770 -0.173
9 H -3.382 3.593 2.034
10 H -2.801 -4.311 2.272
11 H -2.926 1.504 2.599
12 H 0.232 -0.239 -0.083
13 C 2.524 -3.401 -1.742
14 H 2.941 -0.652 -4.509
15 C 1.620 2.448 -1.085
16 H 2.729 0.660 -0.308
17 C 3.759 -3.223 -2.372
18 H 1.933 1.481 2.116
19 C 0.906 3.494 -0.374
20 C -2.744 1.630 1.510
21 H -1.713 0.709 -2.694
22 C 1.645 -1.439 -2.967
23 H 4.553 -3.958 -2.206
24 C -3.255 3.029 1.097
25 C 0.355 -3.611 3.454
26 C -2.458 3.938 0.156
27 C 0.777 -2.794 2.395
28 C -1.548 0.567 -1.552
29 H -4.259 2.890 0.656
30 H -1.593 3.861 -1.781
31 H 2.342 -1.875 0.435
32 Fe -0.611 1.881 -0.645
33 N -1.272 1.403 1.278
34 H -1.904 -2.955 0.289
35 C 0.944 3.168 1.022
36 C 3.895 -2.223 -3.332
37 H -1.280 -4.812 4.237
38 C 1.579 -2.337 -1.889
39 H -1.056 0.399 1.449
40 C 0.054 -2.737 1.155
41 H 0.591 4.452 -0.791
42 C 2.857 -1.367 -3.673
43 H 0.535 3.762 1.834
44 C -1.275 -3.222 1.144
45 H 0.774 -0.838 -3.222
46 H 4.809 -2.163 -3.909
47 C 1.640 1.930 1.167
48 C -0.945 -4.181 3.389
49 H 1.895 2.462 -2.148
50 H 1.683 -2.148 2.549
51 H -2.605 0.383 -1.169
52 N -1.972 3.197 -1.092
53 Si 1.057 -1.956 -0.176
54 H -0.761 1.840 2.054
55 H 2.175 -4.360 -1.300

Output
Multiplicity: 6
Kohn-Sham gap (spin up / spin down) in eV: 8.4 / 6.8
Energy in eV: -67497.27505
Total charge: +1
⟨S²⟩: 8.77